Entry 1:
18
Properties=species:S:1:pos:R:3:forces:R:3 method="wB97M-V/def2-TZVPD" homo_ev="-19.5 / -19.5" e_above_lowest_kcal_mol=29.63 charge=+2 e_lumo_ev="-10.34 / -14.44" s_squared=0.7522 multiplicity=2 homo_lumo_gap_ev="9.2 / 5.1"
C 1.19357 0.45533 -1.23298 -0.59 1.96 0.73
C 1.75741 -0.59478 -1.92004 1.71 -2.06 -1.29
N 0.54807 0.26411 0.04126 0.51 -0.87 -1.35
H 1.12166 1.45889 -1.74084 -0.10 -0.97 0.73
H 2.30606 -0.50013 -2.86029 -0.22 0.96 0.01
H 1.82550 -1.66644 -1.69147 -0.71 0.30 0.87
H 0.29536 -0.79287 0.07826 -1.27 -0.66 -0.08
H 1.03553 0.40949 0.94115 0.50 0.92 -0.23
H -0.33289 0.78349 0.07106 -0.05 0.44 0.38
H -3.28646 -0.79892 0.26562 -0.69 0.57 0.57
H -2.46529 -0.04296 1.45450 -1.15 0.09 0.02
O -2.46943 -0.70111 0.75654 0.72 0.22 -0.01
H 0.60826 2.49242 2.57347 -0.06 0.67 0.02
H 0.40314 3.29345 1.20501 0.03 0.45 0.59
O 0.57016 2.44185 1.61364 0.01 -1.13 -0.51
H -1.32698 -1.77662 -0.75063 -0.37 -0.15 0.15
H -1.12871 -2.14329 0.74281 -0.34 -0.05 -0.18
O -0.66217 -1.98495 -0.09000 2.07 -0.69 -0.41



Entry 2:
19
Properties=species:S:1:pos:R:3:forces:R:3 method="wB97M-V/def2-TZVPD" homo_ev=-14.2 e_above_lowest_kcal_mol=49.42 charge=+1 e_lumo_ev=-3.78 homo_lumo_gap_ev=10.5
O 0.60188 -1.26310 3.00104 -0.97 -1.69 1.36
C 1.27681 -0.72385 2.21021 1.17 2.10 -1.09
C 0.73790 0.27875 1.24976 -0.70 2.22 -0.36
N -0.10907 -0.27972 0.14550 0.68 4.34 -1.02
H 2.36181 -0.64191 2.13916 0.75 -1.09 0.71
H 0.02581 1.00227 1.76106 1.41 -0.86 -0.16
H 1.51070 0.89038 0.73849 -0.28 -0.73 0.90
H 0.16490 0.35862 -0.73542 -1.03 -2.04 2.06
H 0.05330 -1.24792 0.04435 -0.60 -1.69 -0.92
H -1.02643 0.04590 0.46613 -0.31 -1.19 -0.99
H 0.16677 -3.24230 -1.91123 0.54 -0.47 -1.16
H 0.84812 -3.16339 -0.52037 2.05 -0.96 0.58
O 0.07209 -3.02882 -1.00342 -2.39 1.41 0.74
H -2.24685 0.27209 -2.44679 -0.71 -4.51 -2.24
H -2.95639 1.50064 -2.09656 -5.38 2.65 -0.24
O -2.18918 1.07957 -2.08960 6.21 1.86 2.64
H 0.89476 3.19341 -0.26966 -0.61 -0.59 0.09
H -0.51208 2.55081 -0.61329 1.53 0.10 0.83
O 0.32513 2.41856 -0.06937 -1.34 1.14 -1.72



Entry 3:
19
Properties=species:S:1:pos:R:3:forces:R:3 method="wB97M-V/def2-TZVPD" homo_ev=-8.3 e_above_lowest_kcal_mol=107.52 charge=0 e_lumo_ev=-0.50 homo_lumo_gap_ev=7.8
C 1.70744 -0.43055 -1.38770 0.25 1.75 -0.10
C 1.08065 -1.43391 1.50944 -0.31 4.84 1.60
O -3.02251 -2.60169 -0.81238 1.93 -0.11 -0.52
O -3.09964 -1.17901 -0.51234 -1.02 -0.39 -1.70
Si -3.32550 1.50558 0.65621 -1.24 -0.10 -0.43
Si 1.35416 0.15789 0.41397 -0.32 -2.27 -0.87
Si -2.31555 -0.51409 0.75349 1.08 -1.38 1.20
H 1.37212 -1.42134 -1.58111 -1.11 -0.65 -0.31
H 1.30291 0.36549 -2.07042 -0.12 -1.08 0.37
H 2.73782 -0.51762 -1.73778 0.38 0.35 0.69
H 1.73088 -2.14392 1.24557 2.61 -2.83 -1.03
H 1.21972 -1.18094 2.58615 0.00 -0.18 -0.66
H 0.09870 -1.75567 1.41766 -1.77 -0.67 -0.33
H -2.16774 -2.71790 -1.35612 -1.73 0.60 1.12
H -2.28355 2.39727 0.59495 2.31 1.54 0.21
H -3.90593 1.72435 1.95273 -0.55 0.03 0.84
H -4.09414 2.09931 -0.39515 -1.04 -0.09 -0.76
H 2.39318 1.05172 0.74748 1.24 0.66 0.73
H 0.20439 1.06248 0.41696 -0.60 -0.01 -0.05



Entry 4:
18
Properties=species:S:1:pos:R:3:forces:R:3 method="wB97M-V/def2-TZVPD" homo_ev=-8.4 e_above_lowest_kcal_mol=21.68 charge=0 e_lumo_ev=0.50 homo_lumo_gap_ev=8.9
C -0.61834 1.07349 -0.35099 0.14 0.86 0.15
S -0.57986 -0.02068 1.08168 -1.49 -0.71 -0.06
C 0.85107 0.52485 2.00188 -0.39 0.94 -1.11
H -1.61663 1.20582 -0.75872 -0.29 -0.83 -0.01
H 0.05240 0.66492 -1.12293 -0.16 0.74 0.21
H -0.46028 2.12847 -0.03694 0.77 -0.70 -0.25
H 1.40474 -0.37298 2.25363 0.25 0.49 0.46
H 1.34735 1.10818 1.23110 0.86 -0.14 0.34
H 0.56509 1.24153 2.77099 0.19 -0.53 0.42
O -5.10878 1.70187 -4.83157 0.09 0.72 0.14
H -5.94859 1.52149 -4.40456 0.00 -0.26 -0.07
H -4.78346 0.89523 -5.22014 -0.09 -0.46 -0.07
O 2.01287 -2.94689 1.71251 0.45 0.03 -0.29
H 2.64583 -3.44517 2.23794 -0.06 -0.06 0.07
H 1.24741 -2.81493 2.26764 -0.35 0.01 0.22
O 3.30469 -0.55232 0.45189 -0.04 -0.50 0.15
H 3.06220 -1.35974 0.93843 0.16 0.19 0.01
H 2.62228 -0.55313 -0.22184 -0.06 0.20 -0.31



What did the second record say?
19
Properties=species:S:1:pos:R:3:forces:R:3 method="wB97M-V/def2-TZVPD" homo_ev=-14.2 e_above_lowest_kcal_mol=49.42 charge=+1 e_lumo_ev=-3.78 homo_lumo_gap_ev=10.5
O 0.60188 -1.26310 3.00104 -0.97 -1.69 1.36
C 1.27681 -0.72385 2.21021 1.17 2.10 -1.09
C 0.73790 0.27875 1.24976 -0.70 2.22 -0.36
N -0.10907 -0.27972 0.14550 0.68 4.34 -1.02
H 2.36181 -0.64191 2.13916 0.75 -1.09 0.71
H 0.02581 1.00227 1.76106 1.41 -0.86 -0.16
H 1.51070 0.89038 0.73849 -0.28 -0.73 0.90
H 0.16490 0.35862 -0.73542 -1.03 -2.04 2.06
H 0.05330 -1.24792 0.04435 -0.60 -1.69 -0.92
H -1.02643 0.04590 0.46613 -0.31 -1.19 -0.99
H 0.16677 -3.24230 -1.91123 0.54 -0.47 -1.16
H 0.84812 -3.16339 -0.52037 2.05 -0.96 0.58
O 0.07209 -3.02882 -1.00342 -2.39 1.41 0.74
H -2.24685 0.27209 -2.44679 -0.71 -4.51 -2.24
H -2.95639 1.50064 -2.09656 -5.38 2.65 -0.24
O -2.18918 1.07957 -2.08960 6.21 1.86 2.64
H 0.89476 3.19341 -0.26966 -0.61 -0.59 0.09
H -0.51208 2.55081 -0.61329 1.53 0.10 0.83
O 0.32513 2.41856 -0.06937 -1.34 1.14 -1.72